Density functional theory data (wB97M-V/def2-TZVPD) for a 10-piece molecular cluster, C7H30O9 overall in a non-equilibrium geometry.

Geometry as XYZ:
```
46
C7H30O9, DFT wB97M-V/def2-TZVPD
C 0.298 0.911 3.350
C 0.290 1.383 2.119
C 1.514 1.647 1.246
C -1.065 1.888 1.391
C -1.144 3.128 1.024
C -1.827 0.734 1.083
C -3.303 0.762 1.323
H -0.728 0.524 3.811
H 1.180 0.619 3.883
H 2.416 1.153 1.487
H 1.475 1.623 0.192
H 1.703 2.711 1.468
H -2.032 3.476 0.431
H -0.561 3.847 1.260
H -1.437 -0.358 1.500
H -1.727 0.629 -0.224
H -3.739 1.787 0.907
H -3.354 1.074 2.319
H -3.966 -0.046 1.014
O -0.665 1.071 -3.027
H -0.021 0.414 -3.286
H -1.409 0.521 -3.166
O -0.751 -2.076 -3.664
H 0.070 -1.846 -3.918
H -1.140 -1.573 -2.991
O 1.247 -0.824 -2.702
H 2.195 -1.061 -2.638
H 0.917 -1.306 -1.783
O 1.077 -2.710 2.699
H 0.623 -1.889 3.172
H 1.926 -2.233 2.834
O 3.590 -1.282 1.458
H 3.722 -1.901 0.753
H 3.083 -0.583 0.949
O -3.319 -0.778 -1.905
H -2.800 -0.054 -2.365
H -3.295 -0.360 -1.057
O 2.114 -2.281 -0.716
H 1.092 -2.457 -0.460
H 2.496 -3.071 -0.422
O 1.154 3.631 -1.375
H 1.782 2.950 -1.751
H 0.347 3.109 -1.435
O -0.265 -2.543 0.361
H 0.041 -2.718 1.212
H -0.893 -3.361 0.044
```

## Properties
SMILES string: C=C(C)C(=C)CC.O.O.O.O.O.O.O.O.O
Spin multiplicity: 1
Gap between HOMO and LUMO (eV): 9.24
Energy above the lowest of the compared OMol25 structures with the same formula, charge and spin (eV): 5.9082

Results of the Löwdin charge analysis, in e, for atoms 1 through 6: 0.0030 -0.2787 -0.0364 -0.3116 0.0700 -0.2752